A molecular structure, C14H12ClNO2. Source: the Open Molecules 2025 dataset; level of theory: the ωB97M-V functional and the def2-TZVPD basis.

The geometry in XYZ format:
```
30
Properties=species:S:1:pos:R:3
O 5.08 -2.93 2.57
H 5.03 -2.90 3.47
N 3.66 -2.40 2.29
C 3.50 -2.42 0.99
C 2.25 -2.01 0.40
C 2.08 -1.83 -0.81
C 0.99 -1.25 -1.25
C -0.24 -0.93 -0.32
C 0.10 -1.00 1.08
C 1.31 -1.40 1.45
H 1.50 -1.46 2.77
Cl -1.07 -0.44 2.28
O -1.38 -0.42 -0.82
C -1.73 0.20 -1.85
C -2.12 1.51 -1.91
C -2.49 2.22 -0.71
C -2.88 3.56 -0.84
C -2.65 4.35 -1.82
C -2.34 3.79 -2.91
C -1.77 2.51 -2.90
H -1.41 1.91 -3.88
H -1.88 4.45 -3.64
H -3.02 5.41 -1.66
H -3.28 4.03 0.30
H -3.01 1.36 0.23
H -2.63 -0.38 -2.30
H -0.79 0.00 -2.79
H 0.47 -1.29 -2.16
H 2.83 -2.17 -1.46
H 4.26 -2.71 0.25
```

The value obtained for the calculated total energy is -1205.68516 Eh. The highest occupied orbital energy comes out at -8.43 eV. The value obtained for the largest force on an atom is 14.4 eV/A. Its energy above the lowest of the compared OMol25 structures with the same formula, charge and spin is 243.64 kcal/mol.

Charges in e, computed with Löwdin, in the same order as the atoms: -0.068 -0.003 0.062 -0.102 -0.247 -0.156 0.055 -0.125 -0.603 -0.022 0.205 0.650 -0.024 -0.351 -0.243 -0.012 -0.170 -0.218 -0.134 -0.007 0.147 0.120 0.151 0.180 0.205 0.179 0.197 0.067 0.127 0.138

=====

A molecular structure, C14H12CuN2O4. Source: the Open Molecules 2025 dataset; level of theory: the ωB97M-V functional and the def2-TZVPD basis.

The geometry in XYZ format:
```
33
Properties=species:S:1:pos:R:3
Cu 13.57 -0.51 18.66
C 12.93 -4.90 17.73
C 11.69 -5.68 17.84
C 10.42 -5.05 18.67
O 9.46 -5.75 18.98
C 10.44 -3.67 18.97
C 11.59 -3.01 18.80
C 12.91 -3.60 18.18
O 14.02 -2.96 18.04
O 11.52 -1.82 19.35
O 11.51 -6.71 17.29
H 13.80 -5.40 17.34
H 9.60 -3.23 19.49
N 14.48 -0.01 16.08
C 14.88 1.28 16.39
C 13.81 2.05 16.64
C 12.67 1.13 16.58
C 13.18 -0.15 16.34
H 15.12 -0.72 15.73
H 15.93 1.47 16.23
H 13.93 3.11 16.80
H 11.66 1.43 16.80
H 12.75 -1.14 16.29
N 15.98 -0.44 19.93
C 14.98 -0.41 20.93
C 14.37 0.83 20.84
C 15.17 1.70 20.00
C 16.00 0.79 19.36
H 16.59 -1.19 19.64
H 14.64 -1.20 21.57
H 13.58 1.26 21.44
H 15.04 2.77 19.89
H 16.82 0.99 18.69
```

The value obtained for the calculated total energy is -2591.47638 Eh. The highest occupied orbital energy (spin up / spin down) comes out at -8.36 / -7.78 eV. Its multiplicity is 2. The value obtained for the largest force on an atom is 6.0 eV/A. Its energy above the lowest of the compared OMol25 structures with the same formula, charge and spin is 12.55 kcal/mol.

Charges in e, computed with Löwdin, in the same order as the atoms: 0.421 0.056 -0.341 -0.275 0.104 0.072 -0.275 -0.353 -0.083 -0.011 0.102 0.123 0.147 0.027 -0.168 -0.087 -0.049 -0.192 0.165 0.116 0.105 0.099 0.124 0.035 -0.104 -0.116 -0.055 -0.187 0.160 0.119 0.104 0.103 0.114

=====

A molecular structure, C14H12ErN3OS. Source: the Open Molecules 2025 dataset; level of theory: the ωB97M-V functional and the def2-TZVPD basis.

The geometry in XYZ format:
```
32
Properties=species:S:1:pos:R:3
Er 1.02 0.16 -2.07
N 4.75 -1.64 -0.02
C 3.45 -1.39 -0.47
S 3.40 -0.93 -2.21
N 2.46 -1.65 0.31
N 1.21 -1.25 -0.19
C 0.27 -1.98 0.27
C -1.15 -1.86 -0.02
C -1.94 -2.49 0.90
C -3.33 -2.39 0.81
C -3.88 -1.62 -0.21
C -3.04 -1.03 -1.19
C -1.66 -1.26 -1.17
O -0.87 -0.80 -2.10
H 5.58 -1.43 -0.56
H 4.92 -1.65 0.97
H 0.59 -2.70 0.98
H -1.48 -3.03 1.81
H -3.94 -2.81 1.59
H -4.95 -1.55 -0.39
H -3.47 -0.49 -2.03
C -0.12 3.82 1.33
C 1.24 3.55 1.09
C 1.59 2.65 0.07
C 0.61 2.02 -0.74
C -0.73 2.25 -0.41
C -1.09 3.16 0.57
H -0.47 4.58 2.00
H 2.02 4.10 1.59
H 2.62 2.50 -0.20
H -1.49 1.73 -1.03
H -2.11 3.45 0.73
```

The value obtained for the calculated total energy is -2193.48168 Eh. The highest occupied orbital energy (spin up / spin down) comes out at -8.24 / -8.24 eV. Its multiplicity is 4. The value obtained for the largest force on an atom is 2.6 eV/A. Its energy above the lowest of the compared OMol25 structures with the same formula, charge and spin is 0.00 kcal/mol.

Charges in e, computed with Löwdin, in the same order as the atoms: 1.311 0.044 -0.826 0.440 -0.007 -0.118 -0.063 -0.166 -0.048 -0.098 -0.071 -0.004 -0.393 -0.245 0.075 0.081 0.116 0.145 0.094 0.106 0.114 -0.091 -0.087 -0.149 -0.311 -0.165 -0.108 0.090 0.091 0.069 0.080 0.093

=====

A single C14H12F3N3O5 molecule. Source: the Open Molecules 2025 dataset; level of theory: the ωB97M-V functional and the def2-TZVPD basis.

The geometry in XYZ format:
```
37
Properties=species:S:1:pos:R:3
C 0.93 -1.16 4.32
O 0.38 -0.20 3.42
C 0.39 -0.52 2.14
O 0.86 -1.53 1.69
C -0.24 0.59 1.30
C -1.15 0.02 0.28
C -2.49 -0.36 0.40
C -3.31 -0.34 1.61
O -2.90 0.03 2.69
O -4.55 -0.78 1.39
C -5.41 -0.79 2.52
N -2.92 -0.75 -0.83
N -1.97 -0.64 -1.66
N -0.88 -0.18 -1.03
C 0.31 0.03 -1.74
C 1.54 -0.37 -1.22
C 2.69 -0.15 -1.95
C 2.60 0.44 -3.20
O 3.78 0.63 -3.97
C 4.49 1.69 -3.66
F 5.53 1.79 -4.48
F 3.81 2.85 -3.75
F 4.98 1.67 -2.41
C 1.38 0.81 -3.74
C 0.23 0.60 -3.01
H 1.96 -1.40 4.04
H 0.91 -0.70 5.31
H 0.34 -2.07 4.31
H -0.81 1.23 1.98
H 0.56 1.16 0.83
H -4.99 -1.41 3.31
H -5.55 0.22 2.90
H -6.36 -1.20 2.17
H 1.59 -0.87 -0.27
H 3.65 -0.46 -1.56
H 1.35 1.25 -4.72
H -0.74 0.86 -3.41
```

The value obtained for the calculated total energy is -1380.78683 Eh. The highest occupied orbital energy comes out at -9.68 eV. Its SMILES is COC(=O)Cc1c(C(=O)OC)nnn1-c1ccc(OC(F)(F)F)cc1. The value obtained for the largest force on an atom is 1.9 eV/A.

Charges in e, computed with Löwdin, in the same order as the atoms: -0.032 -0.018 -0.495 0.110 0.004 -0.110 -0.121 -0.452 0.114 -0.020 -0.044 0.090 0.063 -0.011 -0.177 0.022 0.024 -0.209 0.130 -0.735 0.186 0.159 0.155 0.021 0.014 0.098 0.096 0.102 0.130 0.137 0.098 0.098 0.095 0.102 0.129 0.130 0.117